30
Properties=species:S:1:pos:R:3:lowdin_charge:R:1 method="wB97M-V/def2-TZVPD" spin_multiplicity=1 charge=+1 orbital_gap_ev=7.1379
Ti -0.464 -0.938 -0.307 1.3395
Cl 1.582 3.221 0.285 0.7885
Cl 1.871 4.000 -5.023 0.7474
O -3.834 -0.038 1.637 0.2011
O -0.581 -1.109 -2.283 -0.0399
O 0.329 0.682 -0.451 -0.1354
O 0.967 -2.086 0.056 -0.1179
O -2.236 -0.514 0.109 -0.1179
O 2.362 -3.079 1.534 0.2011
N -0.656 -1.399 1.714 0.0450
C 0.436 0.985 -2.826 -0.1071
C 0.293 -2.288 3.667 0.0684
C -1.755 -1.014 2.343 -0.1277
C 0.337 -2.041 2.308 -0.1276
C -2.758 -0.453 1.365 -0.4582
C 1.368 -2.478 1.296 -0.4583
C 0.675 1.427 -1.504 -0.2773
C -0.834 -1.852 4.362 0.0246
C -1.887 -1.218 3.703 0.0684
C 0.809 1.786 -3.921 -0.0176
C 1.407 3.004 -3.701 -0.6431
C 1.282 2.664 -1.308 -0.5681
C 1.642 3.439 -2.398 -0.0590
C -0.181 -0.265 -3.121 -0.0604
H 2.114 4.398 -2.228 0.1253
H 0.623 1.442 -4.930 0.1303
H -2.785 -0.907 4.218 0.1415
H -0.904 -2.030 5.427 0.1303
H 1.102 -2.815 4.153 0.1415
H -0.324 -0.524 -4.173 0.1623